No. 1
104
Properties=species:S:1:pos:R:3:forces:R:3 method="wB97M-V/def2-TZVPD" relative_energy_ev=0.196 largest_force_ev_per_a=3.6 e_lumo_ev=-1.180 e_tot_ha=-33106.8810
C -3.021491 -23.864319 -5.927302 0.1 -0.3 1.1
H -7.945629 -22.384719 -8.628376 -0.4 -0.1 -0.8
H -9.499904 -29.871206 -4.901641 0.3 0.3 -0.2
H -4.597018 -29.355376 -4.961748 0.4 0.1 0.3
C -4.017538 -24.849618 -12.920770 -0.8 -0.5 -0.6
C -7.600597 -23.110484 -14.858680 -0.4 -1.1 1.1
Br -10.366299 -27.896324 -6.270283 0.4 -1.6 0.1
C -6.324051 -31.088642 -9.884439 1.1 -0.2 -0.1
H -7.730544 -30.976844 -8.266518 0.1 -0.4 0.0
O -4.560709 -22.649643 -8.370383 -1.2 -1.1 1.7
H -8.223682 -26.656493 -9.492144 0.2 -0.1 0.0
Br -2.104283 -26.699655 -9.053184 -0.1 -0.8 -0.3
H -4.181459 -25.550366 -10.951640 -0.3 -0.5 0.2
Br -8.295043 -33.070654 -9.653277 -0.5 0.7 0.7
H -5.819351 -28.920011 -3.768932 0.2 0.0 -0.1
O -6.421338 -27.684382 -6.056740 -0.6 0.8 -2.4
C -5.369906 -31.003180 -3.812760 0.8 -0.2 0.5
C -9.520736 -23.496181 -13.463038 0.0 -1.2 0.9
H -4.902897 -21.192286 -14.028137 0.1 -0.1 -0.2
H -3.279810 -28.325178 -7.131628 0.5 -0.7 0.1
C -5.446576 -25.850122 -14.618258 0.9 0.8 0.1
N -3.704954 -22.157965 -9.019291 2.5 2.2 -1.3
H -7.703079 -21.630582 -16.302164 -0.3 0.5 0.0
O -5.638980 -27.513949 -10.176894 0.5 0.2 -1.0
H -5.927185 -25.897361 -15.584274 0.3 0.1 -0.2
C -2.626349 -28.615831 -9.230005 0.2 0.0 0.3
Br -9.952848 -32.731234 -6.379955 -0.1 0.9 0.3
H -11.077188 -19.431906 -9.403847 0.0 -0.4 0.4
C -4.016433 -22.000113 -10.478247 2.0 -0.2 1.6
C -5.314338 -22.106111 -10.861589 -0.5 -0.1 2.5
C -4.507735 -24.886980 -14.237723 0.1 -0.1 0.4
C -3.314439 -24.146422 -4.421644 -0.5 0.1 -0.7
Br -3.507522 -30.913313 -7.598120 0.0 1.7 -0.2
H -6.532422 -27.541022 -13.966876 -0.2 -0.1 0.0
H -5.986592 -30.075786 -10.104314 -0.4 0.1 0.3
C -3.230198 -21.339004 -12.644123 -1.5 -1.6 1.0
H -6.136134 -22.192028 -10.166119 0.2 -0.4 0.2
C -5.442527 -26.722227 -12.374210 1.2 1.8 1.4
O -7.188208 -28.036156 -11.550399 0.3 0.1 -0.6
Br -8.745503 -20.545853 -10.658530 0.2 0.2 -0.3
H -11.241960 -22.347279 -13.916519 -0.1 0.1 0.0
C -7.829878 -23.439765 -8.428717 0.4 0.1 0.5
N -10.300987 -20.717156 -15.869472 -0.6 -1.8 -0.3
H -7.592213 -24.469971 -13.270912 -0.4 -0.5 0.2
H -5.763978 -31.135021 -2.805077 -0.7 -0.3 -0.4
C -4.582982 -21.477411 -13.036793 0.6 0.5 0.1
H -10.680253 -22.045959 -11.041481 -0.3 0.3 0.1
C -7.190103 -23.660223 -7.228707 -0.2 -1.6 0.4
C -8.243235 -22.096669 -15.491366 -1.0 1.1 -1.3
Br -12.863324 -21.130362 -8.867158 -0.4 0.1 0.0
N -6.120299 -27.504976 -11.305984 -0.3 -0.1 0.6
Br -5.251495 -23.544114 -3.943456 1.8 -0.4 -0.4
H -11.076624 -30.740785 -7.355304 -0.1 -0.1 0.2
H -11.821350 -19.907800 -10.879437 -0.8 -0.1 0.2
C -6.992608 -24.975268 -6.764615 0.9 -0.1 -1.2
H -2.634267 -23.611674 -3.758693 -0.3 0.3 -0.2
C -10.716950 -30.901531 -6.338996 0.6 0.9 -0.5
C -4.967801 -29.573018 -3.960122 -0.5 0.7 0.0
H -3.125178 -28.728137 -10.192629 -0.4 0.2 0.3
H -10.259265 -21.934896 -9.321441 0.1 -0.1 -0.2
C -4.534635 -25.713642 -11.959117 0.0 -0.4 -0.6
H -5.590767 -31.537542 -9.214449 -0.2 -0.1 -0.2
H -1.727984 -29.222638 -9.343226 0.1 0.3 0.6
O -2.637739 -21.660973 -8.588294 -1.8 -1.2 -0.7
C -2.965016 -21.687185 -11.299626 0.3 0.8 -1.2
H -6.633294 -21.806172 -12.392478 0.0 -0.1 -0.5
C -9.662589 -29.804762 -5.977380 -1.0 -0.5 0.4
H -6.597475 -23.343467 -15.184033 0.1 -0.2 0.3
C -7.714773 -31.206311 -9.331979 -0.1 0.0 -0.4
H -4.477708 -31.628753 -3.839845 -0.2 -0.2 -0.5
H -6.433199 -25.013545 -5.841568 -0.2 -0.8 0.1
Br -1.133868 -24.515821 -6.327626 -1.4 0.7 0.4
C -8.206044 -24.516114 -9.232945 0.1 -0.3 0.3
C -3.520071 -28.926588 -8.008384 0.1 0.1 -1.0
H -9.960553 -24.051928 -12.648117 -0.3 0.1 0.1
H -4.501014 -28.555674 -8.305488 -0.4 -0.8 0.2
H -8.770606 -24.352734 -10.139028 0.0 0.1 -0.2
C -7.893801 -25.832504 -8.876824 0.2 0.1 1.3
C -7.250944 -26.072892 -7.626302 -0.1 1.5 0.4
Br -6.591063 -31.495968 -5.256627 0.2 -0.1 0.6
H -4.137382 -24.142409 -14.926813 -0.1 0.0 -0.2
O -7.215926 -28.347043 -8.001019 0.8 1.1 1.5
C -5.827752 -26.771473 -13.688220 -1.5 -1.5 0.4
Br -6.066279 -32.009920 -11.596225 0.3 0.5 -0.2
C -10.210131 -22.562710 -14.151736 -0.6 2.7 -2.4
Br -3.671959 -29.136503 -2.537133 -0.2 -0.1 -0.6
H -3.129753 -22.799777 -6.134977 0.6 -0.1 0.0
C -8.250039 -23.814784 -13.822622 2.8 0.7 -0.9
N -6.887939 -27.459403 -7.194274 -1.2 -1.1 0.3
H -8.364144 -30.463989 -9.796062 -0.3 -0.5 -0.3
H -6.808430 -22.849800 -6.625431 -0.2 0.1 0.1
O -11.480134 -20.900989 -16.097041 -0.4 0.0 0.4
C -10.447326 -21.359212 -10.227707 0.1 -0.2 1.0
H -2.396599 -21.176738 -13.311355 -0.2 0.4 -0.2
H -3.289863 -24.103796 -12.636815 0.0 0.0 0.0
H -3.679899 -24.370561 -6.633214 0.2 -0.3 0.3
H -8.722425 -29.891083 -6.522118 -0.3 0.2 0.0
O -9.671250 -19.783026 -16.245162 1.2 1.6 -0.4
C -9.576854 -21.797837 -15.199664 0.1 -1.9 2.4
C -11.501522 -20.297264 -9.912937 1.1 0.1 -1.3
H -1.956557 -21.612725 -10.920331 -0.1 -0.1 0.2
H -11.535087 -30.918877 -5.618961 0.1 0.0 -0.2
H -3.262079 -25.197837 -4.139025 -0.3 0.1 -0.3
C -5.587719 -21.856449 -12.126699 -0.4 1.2 -3.4

***

No. 2
21
Properties=species:S:1:pos:R:3:forces:R:3 method="wB97M-V/def2-TZVPD" relative_energy_ev=0.000 charge=+1 largest_force_ev_per_a=1.7 e_lumo_ev=-3.994 e_tot_ha=-731.6376
H -1.800311 -3.179529 -0.026027 0.1 0.2 0.0
N 3.289873 0.996756 -0.477931 0.1 0.0 0.0
C -1.132977 -1.282417 0.137343 0.0 -0.1 0.7
H 0.638227 2.984075 1.483876 -0.1 -0.1 0.1
H 1.701317 -0.206133 -1.028733 0.0 0.1 0.1
H -1.033847 1.601799 0.510189 0.0 -0.2 -0.3
H -1.237945 -1.273912 1.219989 0.1 0.0 -0.1
O 1.791056 -2.285848 0.215511 -1.5 0.3 -0.3
O 4.027652 0.171214 -0.978915 0.3 -0.1 -0.1
O 3.675225 2.030424 0.061666 0.4 0.3 0.1
C 2.890187 -2.565032 0.432770 -0.2 0.0 0.0
N 1.254613 2.565551 0.810704 0.0 0.2 0.2
H 2.247714 2.829448 0.779395 -0.4 0.0 0.0
N -0.311830 0.905707 0.351448 -0.2 0.2 0.5
H -1.352925 -2.438459 -1.515659 0.0 0.0 0.0
C 0.989593 1.408597 0.207261 0.7 -0.4 -0.3
H -0.550085 -0.126167 -1.425776 -0.1 0.1 0.3
N -0.707236 -0.175085 -0.415075 0.3 0.3 -0.7
N -1.469908 -2.358554 -0.515161 0.0 -0.1 -0.2
C 1.925488 0.706153 -0.505750 -1.2 -0.4 -0.1
O 3.964125 -2.850988 0.664502 1.6 -0.4 0.3

***

No. 3
19
Properties=species:S:1:pos:R:3:forces:R:3 method="wB97M-V/def2-TZVPD" relative_energy_ev=0.161 largest_force_ev_per_a=3.8 e_lumo_ev=0.566 e_tot_ha=-1222.7169
Cl 0.398041 1.571186 -2.614129 0.6 -0.1 0.3
C 0.642948 0.168786 -1.438317 0.3 0.2 -1.9
S -0.820830 -0.859442 -1.647803 0.2 -0.6 0.2
C 0.827817 0.676257 -0.011239 -2.6 -0.8 -0.1
C 0.818275 -0.585424 0.852956 -1.3 1.6 1.9
C -0.346032 1.553159 0.369887 -0.1 -1.2 -0.8
H -2.499220 -0.949131 -0.099871 -0.7 -0.4 0.5
H -1.000176 -0.414259 1.964592 -0.3 -0.2 1.5
H -0.582916 -2.140954 1.270870 -0.6 1.9 0.3
H 1.285265 -1.378184 0.389945 1.3 -1.6 -1.0
C -0.623582 -0.984022 1.160482 0.4 -3.4 -1.6
C -1.512695 0.937926 0.295145 -1.5 0.4 0.4
N 2.825151 -1.223454 -1.797174 0.7 -0.3 -0.5
H -2.428906 1.405191 0.696648 0.4 -0.2 -0.6
C -1.519454 -0.542106 -0.003279 0.9 1.3 0.0
H 1.262124 -0.439588 1.834287 0.5 0.2 -0.1
H 1.686362 1.215423 -0.012757 2.8 1.4 0.2
C 1.878307 -0.584705 -1.843691 -1.4 0.8 0.9
H -0.290479 2.573340 0.633446 0.4 0.9 0.3

***

No. 4
72
Properties=species:S:1:pos:R:3:forces:R:3 method="wB97M-V/def2-TZVPD" multiplicity=6 charge=+2 largest_force_ev_per_a=0.5 e_lumo_ev="-4.891 / -6.621" e_tot_ha=-2362.0059 s_squared=8.7907
H 5.668906 0.316271 -4.464629 0.0 0.0 0.0
C 0.381511 4.793932 0.875842 0.0 0.0 0.0
C 0.050604 2.508824 1.570257 0.0 0.0 -0.1
H 0.416526 4.153171 2.914034 0.0 0.0 0.0
C -0.382125 2.188378 6.694017 0.0 0.0 0.0
N -0.114844 -3.137123 2.773649 0.0 -0.1 -0.1
N 0.073821 0.171875 1.947339 0.2 0.3 0.1
C 2.434584 -0.549652 -2.429555 0.1 0.1 0.0
N -0.054136 2.133124 0.242866 0.0 0.2 0.0
H 1.410409 0.296784 4.537306 0.0 0.0 0.0
C -0.097890 -2.044095 2.021543 0.0 0.1 0.4
H -1.443893 -2.024412 -8.258395 0.0 0.0 0.0
H -1.216055 0.079115 -4.157041 0.0 0.0 0.0
N 3.220079 -0.812049 -4.684801 0.0 0.0 0.0
H -0.052572 2.686086 -1.731558 0.0 0.0 0.0
C -0.122778 1.696559 3.961792 0.0 0.0 0.1
H -0.067464 -3.057495 3.777480 0.0 0.0 0.0
H -0.479389 2.379246 7.754357 0.0 0.0 0.0
C 5.633449 -0.368599 -5.300413 0.0 0.0 0.0
C 1.944037 -0.611025 -5.195527 0.1 -0.1 0.0
C 0.703638 0.318636 -9.325908 0.0 0.0 0.0
H -1.699840 3.144875 3.732623 0.0 0.0 0.0
C -1.184059 2.872822 5.790398 0.0 0.0 0.0
C 1.685910 -0.743080 -6.567947 0.1 0.0 0.0
Ru 0.118892 0.073147 -0.058189 0.5 -0.1 0.3
S -0.199600 -2.185915 0.290256 -0.2 0.0 0.1
H 5.141944 -0.252834 -7.468476 0.0 0.0 0.0
H -0.238912 -1.186266 -12.176350 0.0 0.0 0.0
H 1.659559 0.680546 -8.951909 0.0 0.0 0.0
H -1.856776 -0.472152 -8.980672 0.0 0.0 0.0
O 0.138077 -0.014867 -2.125533 0.0 0.2 -0.2
C 0.893319 -0.336415 -4.312943 0.0 0.0 0.0
N -0.368948 -0.804201 -11.238341 0.0 0.0 0.1
O 3.838722 -1.274419 -0.697840 0.1 0.1 0.0
H -0.158185 -2.663325 -10.290294 0.0 0.0 0.0
C 0.922989 -0.216400 -10.727697 -0.1 0.0 -0.1
H 1.649425 -1.026795 -10.731581 0.0 0.0 0.0
H -0.155927 -4.049932 2.351607 0.0 0.0 0.0
H 1.233299 0.562542 -11.421005 0.0 0.0 0.0
C 4.800648 0.026501 -6.481254 0.0 0.0 -0.1
C 3.407085 -0.817296 -3.358709 0.0 -0.1 0.0
O 2.197116 0.142609 -0.148828 -0.1 -0.1 -0.3
N -0.037670 -0.880657 2.718407 -0.2 -0.2 -0.4
H -1.065920 -0.059042 -11.320939 0.0 0.0 0.0
H 0.018397 1.181357 -9.359847 0.0 0.0 0.0
C 2.880086 -0.595185 -0.982158 0.0 -0.1 0.1
H 0.576178 5.830694 1.115062 0.0 0.0 0.0
C 0.414411 -0.572164 -7.069187 -0.1 0.0 0.0
N 0.196602 -0.737187 -8.464598 0.1 0.0 0.0
C 1.128635 -0.269129 -2.878648 -0.2 -0.1 0.2
C -0.897765 -1.865148 -10.303264 0.0 0.0 -0.1
H 2.481522 -1.021174 -7.243853 0.0 0.0 0.0
C 0.545910 1.259338 6.238748 0.0 0.0 0.0
H 1.179259 0.737527 6.943350 0.0 0.0 0.0
H -1.834785 -2.233182 -10.715766 0.0 0.0 0.0
H 4.381654 -2.096196 -5.925228 0.0 0.0 0.0
C 4.343318 -1.074205 -5.570456 -0.1 0.0 0.0
H 4.273681 0.969720 -6.424839 0.0 0.0 0.0
H 0.324755 5.097364 -1.271361 0.0 0.0 0.0
F -1.848189 -0.018101 -6.649692 0.0 0.0 0.0
H 6.543616 -0.925505 -5.466253 0.0 0.0 0.0
C -1.052776 2.634296 4.434600 0.0 0.0 0.0
C 0.048882 3.056049 -0.719089 -0.1 -0.1 0.0
C -0.613377 -0.249109 -6.165039 0.0 0.0 -0.1
C 0.255527 4.390844 -0.457965 0.0 0.1 0.0
H -1.917357 3.585073 6.143333 0.0 0.0 0.0
C 0.672318 1.004092 4.886434 0.0 0.0 0.0
C 0.281371 3.867961 1.881622 0.0 0.0 0.0
C -1.081717 -1.249304 -8.930707 0.0 0.0 0.0
H 4.405348 -1.055669 -3.015494 0.0 0.0 0.0
C 0.008175 1.485276 2.535783 -0.1 -0.3 -0.3
C -0.397544 -0.152129 -4.824529 0.0 0.0 0.1